{"formula": "C48H58CrGeN3O4PS", "method": "ωB97M-V/def2-TZVPD", "elements": ["Cr", "O", "C", "O", "C", "P", "C", "C", "C", "C", "C", "C", "C", "C", "C", "C", "C", "C", "H", "H", "H", "H", "H", "H", "H", "H", "H", "H", "H", "H", "C", "C", "C", "C", "C", "C", "C", "S", "O", "O", "N", "C", "C", "C", "C", "C", "N", "H", "H", "H", "H", "H", "H", "H", "H", "H", "H", "H", "C", "Ge", "C", "C", "C", "H", "H", "H", "H", "H", "H", "H", "H", "H", "H", "H", "C", "C", "C", "C", "C", "C", "C", "C", "N", "C", "C", "C", "C", "C", "C", "C", "C", "C", "C", "H", "H", "H", "H", "H", "H", "H", "H", "H", "H", "H", "H", "H", "H", "H", "H", "H", "H", "H", "H", "H", "H", "H", "H"], "coordinates": [[1.11734, -0.85760, 0.18751], [5.23885, -0.88642, -0.76710], [4.12650, -0.41415, -0.59046], [3.10828, -1.07065, -0.13655], [3.90401, 1.04830, -0.95876], [2.32139, 1.69944, -0.30167], [2.22407, 3.29282, -1.22054], [3.26924, 3.81781, -1.97796], [3.13034, 5.03633, -2.63040], [1.95180, 5.76124, -2.52663], [0.90006, 5.24549, -1.78268], [1.03212, 4.01660, -1.15291], [2.83336, 2.27397, 1.37371], [3.48443, 1.35780, 2.20525], [3.78417, 1.68333, 3.51994], [3.42696, 2.92279, 4.03208], [2.77346, 3.83647, 3.21763], [2.48038, 3.51626, 1.89804], [3.83910, 1.08526, -2.04864], [4.76925, 1.62835, -0.64476], [4.20748, 3.28831, -2.07082], [3.95256, 5.41942, -3.22354], [1.85738, 6.72106, -3.01985], [-0.02825, 5.79890, -1.69629], [0.19323, 3.60133, -0.61075], [3.74754, 0.37536, 1.82978], [4.28709, 0.95701, 4.14825], [3.65638, 3.17746, 5.05984], [2.48317, 4.80359, 3.61170], [1.97717, 4.24346, 1.27369], [-5.73897, -2.21210, -5.22931], [-4.95309, -2.55137, -3.98832], [-4.12528, -1.59271, -3.40131], [-3.43488, -1.87440, -2.23664], [-3.56351, -3.12330, -1.64435], [-4.36334, -4.09435, -2.21939], [-5.05299, -3.80251, -3.39035], [-2.77127, -3.42014, -0.07728], [-3.44888, -2.56988, 0.87352], [-2.90951, -4.84532, 0.15412], [-1.29318, -2.84613, -0.28406], [-0.18271, -3.56455, -0.53998], [-0.13751, -4.93902, -0.94006], [1.04473, -5.56175, -1.21056], [2.24163, -4.85537, -1.07741], [2.16496, -3.55685, -0.66486], [1.01269, -2.88746, -0.40226], [-5.11210, -1.69707, -5.95954], [-6.57114, -1.54878, -4.98124], [-6.15218, -3.10700, -5.69679], [-4.01443, -0.61909, -3.86960], [-2.78071, -1.14773, -1.77423], [-4.44054, -5.06729, -1.74944], [-5.67699, -4.56356, -3.84731], [-1.06726, -5.46718, -1.02388], [1.05278, -6.60234, -1.51579], [3.20634, -5.30371, -1.26939], [3.06962, -2.98981, -0.53345], [2.21796, -4.58380, 2.84624], [2.83605, -2.70789, 2.82380], [2.93345, -2.27303, 4.76345], [4.70926, -2.66800, 2.22923], [1.45239, -1.48956, 2.15852], [3.03744, -5.23814, 3.15501], [1.85387, -4.91944, 1.87552], [1.40471, -4.68399, 3.56985], [3.53971, -3.00610, 5.30333], [1.92473, -2.28190, 5.18666], [3.36342, -1.28052, 4.93017], [5.23518, -3.49427, 2.71437], [5.18841, -1.73121, 2.52657], [4.81484, -2.75976, 1.14953], [1.51782, -0.63760, 2.83964], [0.53079, -2.02347, 2.42699], [-1.97635, 3.30895, -3.62420], [-1.22049, 2.11874, -3.09159], [-0.33191, 1.44169, -3.92763], [0.36014, 0.34352, -3.43705], [1.25373, -0.48332, -4.32692], [0.19825, -0.01965, -2.10905], [-0.62899, 0.68267, -1.19204], [-1.37953, 1.73808, -1.76971], [-0.58404, 0.29296, 0.11001], [-1.46480, 0.90278, 1.12375], [-1.18563, 2.40409, 1.36883], [-2.07349, 2.95178, 2.49392], [-1.78121, 2.21247, 3.80040], [-2.06885, 0.72388, 3.59265], [-3.53995, 0.51309, 3.22598], [-3.83488, 1.26661, 1.92658], [-3.54705, 2.75945, 2.11993], [-2.95559, 0.70470, 0.80239], [-1.18650, 0.20089, 2.45810], [-2.33675, 3.12725, -4.63873], [-1.31344, 4.17851, -3.66029], [-2.82973, 3.56030, -2.99107], [-0.21580, 1.74627, -4.96390], [1.09994, -0.23287, -5.37671], [1.04684, -1.54654, -4.19126], [2.30816, -0.32234, -4.08738], [0.65841, -0.96839, -1.82117], [-2.12281, 2.26679, -1.19300], [-1.36942, 3.00403, 0.47901], [-0.13036, 2.51960, 1.63603], [-1.86534, 4.01996, 2.61974], [-2.40049, 2.61641, 4.60961], [-0.73058, 2.35034, 4.08048], [-1.83219, 0.17499, 4.50912], [-4.19319, 0.86629, 4.03185], [-3.73112, -0.55377, 3.07440], [-4.88549, 1.12936, 1.65576], [-4.18559, 3.16567, 2.91350], [-3.77592, 3.30726, 1.19787], [-3.22279, 1.19923, -0.13679], [-3.14751, -0.36093, 0.68132], [-1.34899, -0.87044, 2.31798], [-0.13991, 0.36979, 2.71247]], "mulliken_spin": [3.187, 0.006, 0.018, -0.064, -0.024, 0.028, 0.016, 0.001, 0.000, 0.001, 0.000, 0.008, 0.004, -0.011, -0.001, 0.001, 0.000, 0.006, -0.003, -0.001, -0.001, 0.000, 0.000, 0.000, 0.000, 0.014, 0.000, 0.000, 0.000, 0.001, 0.000, 0.000, 0.000, -0.005, 0.001, 0.000, 0.000, 0.003, 0.001, 0.001, 0.026, 0.064, -0.006, 0.005, -0.006, 0.061, -0.105, 0.000, 0.000, 0.000, 0.000, 0.006, 0.000, 0.000, -0.001, 0.000, 0.000, -0.014, 0.001, 0.019, -0.011, 0.008, -0.240, 0.000, 0.000, 0.000, -0.001, 0.000, 0.001, 0.000, 0.000, -0.001, -0.012, 0.011, 0.001, 0.005, -0.001, 0.071, 0.003, 0.023, -0.120, -0.018, 0.045, -0.012, -0.004, 0.001, 0.001, -0.005, 0.000, 0.002, 0.000, -0.017, 0.053, 0.000, 0.000, 0.000, 0.000, 0.000, 0.000, -0.001, -0.045, 0.003, -0.001, -0.001, 0.000, 0.000, 0.000, 0.000, 0.000, 0.000, -0.001, 0.000, 0.000, -0.001, 0.000, 0.019, 0.006], "total_charge": -1, "e_lumo_ev": [2.3, 2.3], "de_lowest_kcal_mol": 8.56, "spin_multiplicity": 4, "orbital_gap_ev": [6.953, 7.128]}

{"formula": "C37H52Br2CrIN4O2SbSi3", "method": "ωB97M-V/def2-TZVPD", "elements": ["Cr", "C", "C", "N", "C", "C", "C", "O", "C", "C", "N", "C", "C", "C", "C", "C", "C", "I", "C", "O", "H", "H", "H", "H", "H", "H", "H", "H", "H", "H", "H", "H", "Br", "C", "Br", "H", "H", "C", "Sb", "C", "C", "C", "C", "C", "C", "N", "Si", "C", "C", "C", "C", "C", "C", "C", "C", "C", "N", "Si", "C", "C", "C", "Si", "C", "C", "C", "H", "H", "H", "H", "H", "H", "H", "H", "H", "H", "H", "H", "H", "H", "H", "H", "H", "H", "H", "H", "H", "H", "H", "H", "H", "H", "H", "H", "H", "H", "H", "H", "H", "H", "H", "H", "H", "H"], "coordinates": [[-0.53560, 1.16299, -0.07903], [0.92102, 2.60894, 3.93639], [-0.56408, 2.70084, 3.80198], [-1.25070, 3.27425, 4.75973], [-2.58928, 3.38195, 4.63278], [-3.28491, 2.94819, 3.53877], [-4.76705, 3.21495, 3.48537], [-5.12701, 4.15712, 2.47314], [-2.56391, 2.31779, 2.48386], [-3.30185, 1.98466, 1.27933], [-2.87563, 1.46772, 0.17939], [-3.83218, 1.65971, -0.87781], [-4.20240, 2.98015, -1.15199], [-5.11222, 3.28468, -2.14926], [-5.66346, 2.26785, -2.91362], [-5.31802, 0.95150, -2.64906], [-4.41913, 0.64683, -1.63234], [-4.07418, -1.35427, -1.22345], [-1.18330, 2.16353, 2.62357], [-0.40283, 1.54304, 1.78090], [1.23522, 3.17092, 4.81199], [1.42024, 2.99030, 3.04237], [1.23191, 1.56932, 4.03959], [-3.10898, 3.86475, 5.45427], [-5.08919, 3.56673, 4.46860], [-5.33958, 2.31327, 3.26591], [-4.58948, 4.94658, 2.60178], [-4.33838, 2.30670, 1.29970], [-3.73260, 3.76687, -0.57755], [-5.37710, 4.31774, -2.33418], [-6.36715, 2.48934, -3.70593], [-5.76232, 0.14654, -3.21907], [-1.14299, 0.60733, -2.61954], [-1.89595, 2.12290, -3.40154], [-0.75343, 3.58454, -0.61473], [-2.95654, 2.07542, -3.57989], [-1.20418, 2.82836, -3.82652], [3.88748, -1.20445, -0.80971], [1.96068, -0.67669, -1.60830], [1.59323, 1.04562, -0.32692], [2.32184, 0.88590, 0.97655], [2.03510, -0.05607, 1.97008], [2.82641, -0.12530, 3.09815], [3.89433, 0.75037, 3.24776], [4.10714, 1.66611, 2.23595], [3.35244, 1.72887, 1.14062], [2.50391, 2.51103, -1.23495], [4.28897, 2.17314, -1.77199], [2.55310, 4.16667, -0.34538], [1.71667, 2.78055, -2.92872], [0.82728, -2.50757, -0.88967], [-0.44600, -2.24073, -0.12302], [-1.30621, -3.32848, 0.11381], [-2.24600, -3.30649, 1.11826], [-2.37507, -2.15029, 1.86941], [-1.65291, -1.05469, 1.46526], [-0.73606, -1.05178, 0.47084], [1.84272, -3.77600, 0.17884], [3.27771, -4.51579, -0.77620], [0.86637, -5.27411, 0.78774], [2.50163, -3.16440, 1.81663], [0.55857, -3.39570, -2.59136], [0.19783, -5.24668, -2.54849], [-0.88282, -2.69380, -3.54347], [2.09012, -3.23122, -3.66861], [4.42769, -0.27119, -0.66423], [4.42741, -1.81564, -1.53269], [3.83403, -1.71375, 0.14952], [1.19167, -0.71850, 1.84767], [2.61127, -0.85973, 3.86536], [4.53505, 0.72666, 4.11872], [4.92023, 2.38394, 2.29519], [4.97252, 2.40585, -0.95329], [4.49611, 2.85922, -2.60201], [4.52624, 1.17218, -2.13613], [2.24584, 4.09506, 0.69822], [1.91980, 4.90797, -0.83309], [3.59061, 4.51763, -0.36956], [2.03128, 2.01533, -3.64576], [2.05822, 3.74909, -3.31008], [0.63537, 2.80583, -2.90103], [-1.15221, -4.23312, -0.45143], [-2.85116, -4.18272, 1.32100], [-3.06597, -2.06475, 2.69614], [-1.79598, -0.11253, 1.96712], [2.96821, -5.07190, -1.66358], [3.75146, -5.23115, -0.09578], [4.03860, -3.79594, -1.07363], [0.33254, -5.85310, 0.03725], [0.17229, -5.01616, 1.58866], [1.62591, -5.93196, 1.22506], [3.22645, -2.35758, 1.78063], [2.98494, -4.03550, 2.27300], [1.68542, -2.86323, 2.48180], [-0.73940, -5.51991, -2.05959], [0.99619, -5.86096, -2.13098], [0.09296, -5.52798, -3.60233], [-1.83050, -2.75906, -3.00232], [-0.97730, -3.28875, -4.45832], [-0.72906, -1.65937, -3.84895], [3.03200, -3.20798, -3.11599], [2.04218, -2.32932, -4.28081], [2.12789, -4.09497, -4.34078]], "mulliken_spin": [3.222, 0.008, -0.003, -0.003, 0.009, 0.001, -0.001, 0.000, 0.037, 0.014, 0.004, -0.012, -0.004, 0.002, -0.007, -0.001, 0.025, 0.003, -0.024, -0.059, 0.000, -0.001, -0.001, 0.001, 0.000, 0.000, 0.000, 0.005, -0.005, 0.001, 0.000, 0.000, 0.068, 0.793, -0.021, 0.095, -0.006, -0.001, 0.024, -0.128, 0.026, -0.020, 0.010, -0.015, 0.006, -0.004, 0.000, -0.005, 0.008, 0.014, -0.014, 0.037, -0.007, 0.005, -0.003, 0.037, -0.079, 0.002, 0.001, -0.001, 0.000, 0.003, 0.000, -0.001, 0.002, 0.001, -0.001, 0.001, -0.018, 0.000, -0.001, 0.000, 0.000, -0.001, 0.000, 0.000, 0.000, 0.001, 0.000, -0.001, -0.004, -0.001, 0.000, 0.000, -0.010, 0.000, 0.000, 0.000, 0.000, 0.000, 0.000, 0.000, 0.000, 0.000, 0.000, 0.000, 0.000, 0.001, 0.000, -0.003, -0.001, 0.000, 0.000], "e_lumo_ev": [-0.3, -0.5], "de_lowest_kcal_mol": 20.25, "spin_multiplicity": 5, "orbital_gap_ev": [7.252, 7.023]}

{"formula": "C5H8O2", "method": "ωB97M-V/def2-TZVPD", "elements": ["O", "C", "C", "C", "C", "C", "O", "H", "H", "H", "H", "H", "H", "H", "H"], "coordinates": [[-0.22804, 1.88052, 2.62996], [-0.50303, 2.17779, 1.38166], [0.56035, -0.26103, 0.08060], [-0.78593, -0.91156, -0.33560], [-0.30592, -1.00986, -1.80827], [1.03266, -0.41641, -1.36073], [2.05369, -0.13937, -1.92755], [0.59783, 2.33256, 2.86682], [0.52433, 0.80837, 0.33342], [-1.44373, 1.60338, 1.20065], [1.14980, -0.78100, 0.84217], [-0.96901, -1.88117, 0.13439], [-1.66923, -0.28445, -0.18890], [-0.84224, -0.38057, -2.52584], [-0.22259, -2.01943, -2.22188]], "nbo_charge": [-0.638, 0.076, -0.537, -0.403, -0.530, 0.617, -0.512, 0.494, 0.236, 0.072, 0.234, 0.212, 0.208, 0.236, 0.234], "e_lumo_ev": 0.4, "de_lowest_kcal_mol": 98.13, "orbital_gap_ev": 9.453}

{"formula": "C3H2Cl2N2", "method": "ωB97M-V/def2-TZVPD", "elements": ["C", "C", "C", "N", "N", "Cl", "Cl", "H", "H"], "coordinates": [[-0.14852, -0.65905, -0.55759], [1.33929, 1.08782, -1.45456], [-0.52212, 0.49998, 1.56633], [0.41815, 0.36513, -1.08102], [-0.46452, -0.62510, 0.79951], [1.18628, 2.43868, -2.34447], [-1.03371, -0.02995, 3.07556], [-0.10126, -1.52357, -1.06115], [-0.67359, -1.55394, 1.05739]], "nbo_charge": [0.159, 0.073, 0.043, -0.335, -0.598, 0.081, -0.008, 0.196, 0.389], "e_lumo_ev": [-0.4, -0.4], "de_lowest_kcal_mol": 113.08, "orbital_gap_ev": [7.656, 7.654]}